Record 1
Formula: C6H18ClO3
Source: the OMol25 dataset
Level of theory: wB97M-V/def2-TZVPD

```
28
C6H18ClO3 wB97M-V/def2-TZVPD
Cl 4.28 7.00 13.95
C 1.77 9.45 20.10
C 2.12 10.83 19.39
O 1.74 10.79 17.95
H 2.34 8.61 19.70
H 0.70 9.25 20.04
H 2.06 9.61 21.14
H 3.16 11.11 19.53
H 1.61 11.69 19.83
H 2.19 10.09 17.49
C 10.00 4.32 16.68
C 10.66 5.36 15.80
O 10.09 5.15 14.46
H 10.34 3.34 16.35
H 8.95 4.57 16.57
H 10.33 4.41 17.71
H 11.74 5.22 15.79
H 10.45 6.39 16.09
H 9.16 5.34 14.63
C 5.05 -1.64 14.21
C 5.21 -0.29 13.54
O 3.95 0.32 13.62
H 4.65 -1.62 15.22
H 5.95 -2.24 14.37
H 4.29 -2.23 13.70
H 5.55 -0.21 12.51
H 5.95 0.36 14.00
H 4.23 1.24 13.64
```

The calculation puts the maximum force at 0.0427 hartree/bohr. The total charge is -1. The value obtained for the total energy is -25179.1155 eV.


Record 2
Formula: O4ReS5Sb
Source: the OMol25 dataset
Level of theory: wB97M-V/def2-TZVPD

```
11
O4ReS5Sb wB97M-V/def2-TZVPD
Re 0.39 -0.05 0.06
O 3.09 -2.42 1.42
S 2.13 -1.51 0.92
O 2.49 -0.05 0.80
O 1.56 -1.76 -0.48
O 0.80 -1.39 1.68
S -2.71 1.99 -3.14
Sb -2.40 1.56 -0.98
S -1.69 -0.74 -0.61
S 0.01 2.09 -0.37
S -3.67 2.30 0.69
```

As for the spin multiplicity: 4. The calculation puts the maximum force at 0.0091 hartree/bohr. The total charge is -1. Its expectation value of S² is 3.788. The value obtained for the total energy is -71037.2979 eV.


Record 3
Formula: C17H42N3O4PSi
Source: the OMol25 dataset
Level of theory: wB97M-V/def2-TZVPD

```
68
C17H42N3O4PSi wB97M-V/def2-TZVPD
C 3.79 0.06 0.18
C 4.09 1.04 -0.43
C 4.11 2.37 -1.09
C 3.05 3.35 -0.47
C 1.81 2.58 0.07
Si 0.27 3.66 0.27
P -1.18 3.04 -1.31
N -1.27 1.45 -1.33
H 3.35 -0.78 0.67
H 5.12 2.78 -1.00
H 3.84 2.21 -2.14
H 3.56 3.81 0.38
H 2.72 4.09 -1.20
H 2.07 2.11 1.02
H 1.54 1.77 -0.62
H -0.35 3.32 1.57
H 0.61 5.10 0.27
H -2.42 3.66 -1.04
H -0.73 3.45 -2.60
H -0.66 1.03 -0.63
C 1.45 -3.09 3.31
O 2.54 -2.20 3.25
C 2.54 -1.21 4.27
C 3.63 -1.46 5.30
N 3.34 -2.63 6.11
C 4.47 -3.10 6.92
C 5.74 -3.54 6.20
O 5.60 -4.73 5.45
C 5.05 -4.57 4.15
H 1.43 -3.66 2.38
H 1.56 -3.81 4.14
H 0.50 -2.56 3.41
H 1.55 -1.12 4.75
H 2.75 -0.25 3.78
H 3.71 -0.58 5.95
H 4.57 -1.57 4.75
H 3.05 -3.39 5.51
H 4.10 -3.95 7.50
H 4.72 -2.32 7.64
H 6.48 -3.77 6.97
H 6.18 -2.75 5.59
H 5.33 -3.62 3.70
H 3.96 -4.67 4.18
H 5.43 -5.38 3.52
C -7.41 0.92 -6.20
O -6.21 1.66 -6.27
C -6.08 2.66 -5.27
C -5.03 2.29 -4.24
N -5.48 1.19 -3.40
C -4.42 0.59 -2.58
C -3.22 -0.04 -3.28
O -3.52 -1.23 -4.01
C -4.06 -1.02 -5.30
H -7.51 0.35 -7.11
H -7.41 0.22 -5.36
H -8.28 1.59 -6.11
H -7.04 2.89 -4.80
H -5.74 3.57 -5.79
H -4.83 3.16 -3.60
H -4.11 2.04 -4.78
H -5.87 0.46 -3.99
H -4.90 -0.19 -1.98
H -4.06 1.34 -1.87
H -2.52 -0.35 -2.50
H -2.68 0.67 -3.91
H -3.65 -0.12 -5.78
H -5.15 -0.97 -5.27
H -3.79 -1.88 -5.92
```

As for the SMILES: C#CCCC[SiH2][PH2]=N.COCCNCCOC.COCCNCCOC. The calculation puts the maximum force at 0.0301 hartree/bohr. The total charge is 0. The value obtained for the total energy is -48130.2218 eV.


Record 4
Formula: C4H11O3Sm
Source: the OMol25 dataset
Level of theory: wB97M-V/def2-TZVPD

```
19
C4H11O3Sm wB97M-V/def2-TZVPD
C 1.25 -1.42 -0.05
O 0.43 -0.34 -0.42
C -0.16 0.32 0.67
C -1.31 1.18 0.20
O -2.53 0.56 0.50
C -3.64 1.38 0.24
H 1.41 -1.63 1.02
H 0.71 -2.35 -0.31
H 0.58 0.97 1.18
H -0.53 -0.41 1.42
H -1.22 1.35 -0.89
H -1.24 2.17 0.68
H -4.55 0.79 0.45
H -3.64 2.27 0.89
H -3.66 1.71 -0.82
Sm 4.99 -0.89 0.05
O 5.08 -1.93 -1.85
H 5.82 -2.36 -2.29
H 2.22 -1.37 -0.66
```

As for the spin multiplicity: 7. The calculation puts the maximum force at 0.0386 hartree/bohr. The total charge is +1. Its expectation value of S² is 12.009. The value obtained for the total energy is -28364.2994 eV.


Record 5
Formula: C16H23N4O
Source: the OMol25 dataset
Level of theory: wB97M-V/def2-TZVPD

```
44
C16H23N4O wB97M-V/def2-TZVPD
O -0.10 0.40 -0.15
H -1.11 0.52 -0.03
H 0.31 -0.40 0.13
H 0.53 1.04 0.21
N 1.05 -3.31 -2.70
C -0.04 -2.49 -3.03
C 0.41 -1.15 -2.97
C 1.93 -1.30 -2.80
C 2.20 -2.60 -2.90
H 1.18 -4.34 -2.74
H -0.94 -3.11 -3.43
H -0.26 -0.24 -3.08
H 2.64 -0.57 -2.77
H 3.10 -2.99 -3.20
N -3.03 0.12 -0.03
C -3.06 0.46 1.37
C -2.94 1.75 1.54
C -2.72 2.41 0.09
C -2.86 1.27 -0.75
H -3.44 -0.66 -0.52
H -3.35 -0.25 2.11
H -2.87 2.55 2.32
H -2.68 3.41 -0.03
H -2.83 1.16 -1.92
N 1.49 -1.39 1.71
C 0.66 -1.01 2.75
C -0.65 -1.38 2.36
C -0.50 -2.30 1.04
C 0.77 -2.21 0.76
H 2.60 -1.29 1.69
H 0.69 -0.41 3.70
H -1.53 -1.53 2.96
H -1.33 -2.69 0.48
H 1.19 -2.55 -0.23
N 1.61 2.65 -0.30
C 0.66 3.26 0.48
C 0.74 2.77 1.72
C 2.06 1.88 1.68
C 2.50 1.84 0.41
H 1.86 2.86 -1.36
H 0.04 4.16 0.19
H 0.28 2.92 2.58
H 2.46 1.42 2.61
H 3.32 1.29 0.03
```

The calculation puts the maximum force at 0.1611 hartree/bohr. The total charge is +1. The value obtained for the total energy is -24959.8203 eV.


Record 6
Formula: C15H18N4O3
Source: the OMol25 dataset
Level of theory: wB97M-V/def2-TZVPD

```
40
C15H18N4O3 wB97M-V/def2-TZVPD
N 1.70 -1.41 1.38
C 1.47 -0.08 0.78
C 2.14 0.00 -0.59
C 3.65 0.06 -0.51
C 4.41 -1.08 -0.21
C 5.80 -1.02 -0.13
C 6.44 0.20 -0.32
C 5.71 1.34 -0.61
C 4.32 1.27 -0.70
C -0.02 0.24 0.82
O -0.58 0.36 1.92
N -0.70 0.31 -0.35
C -2.16 0.42 -0.47
C -2.91 -0.73 0.22
C -4.37 -0.70 -0.08
C -5.37 -0.15 0.67
N -6.50 -0.30 -0.08
C -6.14 -0.91 -1.25
N -4.86 -1.15 -1.28
C -2.72 1.78 0.01
O -3.31 2.52 -0.74
O -2.53 2.08 1.30
H 1.35 -1.40 2.33
H 1.18 -2.11 0.87
H 1.97 0.64 1.42
H 1.82 -0.84 -1.19
H 1.78 0.92 -1.10
H 3.91 -1.99 -0.05
H 6.38 -1.88 0.09
H 7.54 0.27 -0.27
H 6.22 2.28 -0.80
H 3.74 2.18 -0.95
H -0.18 0.26 -1.19
H -2.41 0.38 -1.56
H -2.48 -1.66 -0.18
H -2.69 -0.72 1.31
H -5.38 0.34 1.65
H -7.42 0.02 0.15
H -6.85 -1.14 -2.01
H -1.91 1.40 1.72
```

As for the SMILES: N[C@@H](Cc1ccccc1)C(=O)N[C@@H](Cc1c[nH]cn1)C(=O)O. The calculation puts the maximum force at 0.0218 hartree/bohr. The total charge is 0. The value obtained for the total energy is -27951.4004 eV.